Model 1:
25
Properties=species:S:1:pos:R:3 method="wB97M-V/def2-TZVPD" e_homo_ev=-11.92 charge=+1
C 3.80 -0.12 0.32
C 3.22 -0.60 -0.87
C 3.00 0.18 1.39
C 1.84 -0.65 -1.01
C 1.61 0.24 1.20
C 1.13 -0.06 -0.02
C -1.59 -1.24 -1.04
C -2.05 -2.14 -0.17
C -1.16 -0.05 -0.30
N -1.66 -0.36 1.09
N -1.44 1.26 -0.55
N -2.75 1.64 0.09
O -2.18 -1.65 1.12
H 4.91 -0.21 0.21
H 3.78 -0.98 -1.58
H 3.52 0.44 2.42
H 1.51 -1.12 -1.93
H 1.06 0.50 1.97
H -1.40 -1.24 -2.06
H -2.47 -3.17 -0.10
H -1.10 -0.35 1.95
H -1.24 1.42 -1.53
H -3.43 1.88 -0.59
H -2.68 2.37 0.77
H -2.57 0.52 1.08

=====

Model 2:
25
Properties=species:S:1:pos:R:3 method="wB97M-V/def2-TZVPD" e_homo_ev=-12.64 charge=+1
C -3.64 0.39 -0.11
C -3.10 -0.49 0.83
C -2.77 1.15 -0.90
C -1.72 -0.66 0.84
C -1.42 1.10 -0.78
C -0.88 0.10 0.06
C 0.55 -0.10 0.06
C 1.17 -1.47 -0.31
C 3.05 2.24 0.47
N 1.22 0.93 0.15
N 0.41 -2.55 -0.66
N 2.50 -1.69 -0.14
O 2.53 1.03 -0.01
H -4.73 0.70 -0.01
H -3.88 -0.84 1.46
H -3.12 1.80 -1.64
H -1.37 -1.36 1.62
H -0.61 1.41 -1.37
H 2.32 2.96 0.14
H 3.98 2.40 -0.05
H 3.01 2.33 1.55
H -0.52 -2.40 -0.30
H 0.91 -3.45 -0.46
H 3.20 -0.96 -0.15
H 2.91 -2.57 -0.26

=====

Energies relative to the minimum, kJ/mol: model 1 502.0; model 2 0.0

=====

Model 1:
16
Properties=species:S:1:pos:R:3 method="wB97M-V/def2-TZVPD" e_homo_ev="1.54 / -7.49" charge=-1 spin_multiplicity=2
C -1.62 0.17 1.87
C -2.56 0.16 0.69
H -2.06 0.46 2.89
H -1.23 -0.79 2.24
H -0.82 0.87 1.89
H -3.35 -0.65 0.64
H -2.08 -0.18 -0.24
H -3.19 0.97 0.41
C 1.90 -0.78 -1.51
C 2.21 0.60 -1.06
H 0.91 -1.21 -1.57
H 2.37 -1.02 -2.47
H 2.46 -1.70 -1.07
H 3.29 0.88 -1.04
H 2.03 0.77 -0.05
H 1.74 1.46 -1.60

=====

Model 2:
16
Properties=species:S:1:pos:R:3 method="wB97M-V/def2-TZVPD" e_homo_ev="1.54 / -7.76" charge=-1 spin_multiplicity=2
C 2.00 -1.58 0.89
C 1.99 -1.04 -0.52
H 2.43 -2.58 0.99
H 2.52 -0.93 1.58
H 0.98 -1.71 1.26
H 2.74 -0.27 -0.74
H 2.03 -1.78 -1.33
H 1.07 -0.47 -0.69
C -1.65 1.59 -0.84
C -2.32 1.04 0.45
H -0.84 2.29 -0.61
H -1.19 0.75 -1.34
H -2.40 2.05 -1.46
H -2.36 -0.05 0.42
H -1.67 1.24 1.31
H -3.32 1.44 0.62

=====

Model 3:
16
Properties=species:S:1:pos:R:3 method="wB97M-V/def2-TZVPD" e_homo_ev="1.53 / -7.66" charge=-1 spin_multiplicity=2
C -0.04 1.08 1.82
C -0.63 0.02 2.88
H 1.06 0.85 1.73
H -0.51 0.97 0.87
H -0.28 2.11 2.09
H -0.26 -0.99 2.61
H -1.62 0.03 3.23
H -0.06 0.34 3.83
C -0.12 0.02 -2.65
C 0.79 -1.10 -2.13
H 0.34 0.91 -2.72
H -0.55 -0.05 -3.59
H -0.89 0.00 -1.88
H 1.00 -1.85 -2.92
H 1.61 -0.68 -1.67
H 0.16 -1.64 -1.50

=====

Energies relative to the minimum, kJ/mol: model 1 96.1; model 2 0.0; model 3 84.9

=====

Model 1:
16
Properties=species:S:1:pos:R:3 method="wB97M-V/def2-TZVPD" e_homo_ev="1.52 / -7.21" charge=-1 spin_multiplicity=2
C 1.20 0.50 1.59
C 1.02 -1.00 2.03
H 1.93 0.47 0.79
H 0.27 0.81 1.14
H 1.54 1.09 2.43
H 0.05 -1.42 1.71
H 1.83 -1.55 1.58
H 0.86 -1.03 3.11
C -0.65 0.12 -1.19
C -1.54 0.36 -2.41
H -0.99 0.59 -0.27
H -0.72 -0.94 -0.90
H 0.32 0.54 -1.44
H -2.55 0.04 -2.18
H -1.07 0.00 -3.33
H -1.50 1.42 -2.67

=====

Model 2:
16
Properties=species:S:1:pos:R:3 method="wB97M-V/def2-TZVPD" e_homo_ev="1.55 / -7.85" charge=-1 spin_multiplicity=2
C 2.09 -0.61 1.83
C 0.76 -0.69 1.09
H 2.92 -0.93 1.21
H 2.33 0.38 2.23
H 2.03 -1.18 2.76
H -0.14 -0.83 1.69
H 0.81 -1.60 0.47
H 0.54 0.09 0.36
C -1.33 -0.05 -1.79
C -1.52 1.33 -1.11
H -1.51 -0.83 -1.06
H -2.03 -0.15 -2.62
H -0.33 -0.19 -2.19
H -2.40 1.93 -1.32
H -0.72 1.98 -1.47
H -1.37 1.28 -0.03

=====

Energies relative to the minimum, kJ/mol: model 1 33.6; model 2 0.0

=====

Model 1:
16
Properties=species:S:1:pos:R:3 method="wB97M-V/def2-TZVPD" e_homo_ev="1.51 / -7.20" charge=-1 spin_multiplicity=2
C -1.44 1.38 1.21
C -2.05 1.14 -0.12
H -2.22 1.45 1.98
H -0.90 0.46 1.30
H -1.02 2.31 1.33
H -2.76 0.35 -0.15
H -1.21 1.12 -0.95
H -2.58 2.16 -0.34
C 1.71 -1.17 0.22
C 1.81 -1.33 -1.31
H 0.73 -1.39 0.61
H 2.42 -1.90 0.74
H 2.16 -0.24 0.43
H 0.98 -0.72 -1.79
H 2.90 -1.37 -1.58
H 1.32 -2.30 -1.62

=====

Model 2:
16
Properties=species:S:1:pos:R:3 method="wB97M-V/def2-TZVPD" e_homo_ev="1.55 / -7.96" charge=-1 spin_multiplicity=2
C 1.49 1.58 1.12
C 1.28 1.09 2.53
H 1.36 0.78 0.38
H 0.88 2.45 0.84
H 2.52 1.93 1.00
H 2.16 0.55 2.91
H 1.07 1.91 3.23
H 0.43 0.42 2.63
C -0.67 -1.64 -1.76
C -2.09 -1.04 -1.86
H 0.14 -0.95 -2.03
H -0.38 -1.96 -0.76
H -0.58 -2.48 -2.45
H -2.67 -1.32 -0.99
H -2.58 -1.45 -2.75
H -2.12 0.05 -1.86

=====

Model 3:
16
Properties=species:S:1:pos:R:3 method="wB97M-V/def2-TZVPD" e_homo_ev="1.51 / -6.54" charge=-1 spin_multiplicity=2
C 0.47 -0.31 -1.72
C 0.27 0.82 -2.79
H 1.49 -0.86 -1.71
H 0.56 0.26 -0.76
H -0.35 -0.90 -1.62
H 1.22 1.48 -2.99
H -0.03 0.30 -3.67
H -0.45 1.56 -2.50
C -0.40 0.17 1.57
C -0.35 -0.77 2.87
H 0.60 0.60 1.34
H -1.15 -0.25 0.96
H -0.54 1.20 1.91
H -1.10 -0.58 3.60
H 0.59 -0.53 3.32
H -0.75 -1.74 2.57

=====

Energies relative to the minimum, kJ/mol: model 1 109.2; model 2 0.0; model 3 176.0

=====

Model 1:
8
Properties=species:S:1:pos:R:3 method="wB97M-V/def2-TZVPD" e_homo_ev=-10.24 smiles="N#CP(=S)(S)C#N"
C -1.15 0.45 1.14
C 1.32 0.00 0.42
N -1.34 0.66 2.24
N 2.37 -0.24 0.77
P -0.27 0.39 -0.30
S -0.21 1.88 -1.52
S -0.88 -1.54 -1.01
H 0.16 -1.61 -1.74

=====

Model 2:
8
Properties=species:S:1:pos:R:3 method="wB97M-V/def2-TZVPD" e_homo_ev="-8.91 / -8.91"
C -0.97 0.98 -0.93
C 0.69 -0.82 0.74
N -0.25 -0.23 1.15
N -1.19 0.34 1.57
P 2.17 -1.71 0.48
S 2.45 -1.41 -1.47
S -1.92 1.34 0.31
H -0.97 1.51 -1.84

=====

Energies relative to the minimum, kJ/mol: model 1 0.0; model 2 461.3

=====

Model 1:
6
Properties=species:S:1:pos:R:3 method="wB97M-V/def2-TZVPD" e_homo_ev=-3.23 charge=-1
C 0.98 0.10 0.04
N 0.36 -1.01 0.01
N -0.90 1.34 0.02
N -1.09 -0.90 0.03
N -1.51 0.28 0.04
H 2.16 0.19 -0.14

=====

Model 2:
6
Properties=species:S:1:pos:R:3 method="wB97M-V/def2-TZVPD" e_homo_ev=-2.08 charge=-1
C -1.64 0.01 0.00
N 2.15 0.11 -0.39
N -2.66 -0.50 -0.03
N 1.78 -0.86 0.40
N 1.12 0.67 0.21
H -0.75 0.57 -0.19

=====

Model 3:
6
Properties=species:S:1:pos:R:3 method="wB97M-V/def2-TZVPD" e_homo_ev="-3.07 / -3.07" charge=-1
C -0.78 -0.10 0.23
N 0.48 -0.22 0.84
N -0.96 -0.02 -0.99
N 1.38 0.06 -0.01
N 1.31 0.40 -1.15
H -1.43 -0.13 1.09

=====

Model 4:
6
Properties=species:S:1:pos:R:3 method="wB97M-V/def2-TZVPD" e_homo_ev=-2.33 charge=-1
C 1.03 -0.41 -0.50
N -1.97 0.26 -0.10
N 1.54 0.60 -0.17
N -1.13 0.31 0.68
N -0.34 0.24 1.51
H 0.87 -1.00 -1.41

=====

Energies relative to the minimum, kJ/mol: model 1 94.2; model 2 143.5; model 3 0.0; model 4 18.1

=====

Model 1:
11
Properties=species:S:1:pos:R:3 method="wB97M-V/def2-TZVPD" e_homo_ev="-22.73 / -20.62" charge=+2 spin_multiplicity=2
N 1.16 -0.11 -0.31
C 0.45 -0.87 0.48
N -0.21 -1.91 -0.06
H 0.99 -0.51 -1.19
H 1.32 0.87 -0.23
H 0.24 -0.70 1.54
H -0.61 -2.34 0.75
H -0.62 -2.25 -0.93
H -0.72 3.09 -0.63
H -1.06 2.50 0.77
O -0.94 2.23 -0.18

=====

Model 2:
11
Properties=species:S:1:pos:R:3 method="wB97M-V/def2-TZVPD" e_homo_ev="-23.59 / -23.33" charge=+2 spin_multiplicity=2
N -2.02 0.67 -0.13
H -2.36 1.13 -0.98
H -1.90 1.48 0.50
H -0.94 -0.23 -0.16
H -2.96 0.35 0.14
C 1.19 -1.00 0.15
N 2.10 -0.06 0.07
O -0.01 -0.88 -0.35
H 1.43 -1.66 1.04
H 3.02 -0.40 0.40
H 2.44 0.60 -0.68

=====

Energies relative to the minimum, kJ/mol: model 1 0.0; model 2 38.4

=====

Model 1:
8
Properties=species:S:1:pos:R:3 method="wB97M-V/def2-TZVPD" e_homo_ev=-9.99
C 0.48 -1.03 0.43
C -1.01 -0.41 -0.73
F 0.16 -2.20 0.95
F 1.55 -1.13 -0.35
F -1.18 -1.40 -1.62
Br -2.57 -0.15 0.32
H 0.58 -0.25 1.18
H -0.66 0.49 -1.23

=====

Model 2:
8
Properties=species:S:1:pos:R:3 method="wB97M-V/def2-TZVPD" e_homo_ev="-9.25 / -8.43"
C 0.71 0.60 -0.50
C -2.77 -0.38 -0.67
F 0.30 -0.35 -1.29
F 1.84 0.31 0.18
F -2.49 0.42 -1.68
Br -4.41 -0.09 0.16
H -0.08 0.91 0.12
H -2.25 -1.31 -0.57

=====

Energies relative to the minimum, kJ/mol: model 1 0.0; model 2 264.0